Formula: C4H8O2
Source: the OMol25 dataset
Level of theory: ωB97M-V/def2-TZVPD

Atoms and positions in Å:
C -1.521996 -0.289553 -0.678058
C -0.310889 0.463142 -0.133831
O -0.687592 1.399802 0.866570
C 0.665224 -0.533758 0.512190
C 2.131911 -0.246269 0.279150
O 2.889839 -1.043328 -0.223943
H -2.300690 0.393472 -1.037546
H -1.222021 -0.932625 -1.511727
H -1.958551 -0.920157 0.105048
H 0.191252 1.001111 -0.955640
H -1.304340 2.022372 0.458157
H 0.481395 -1.547353 0.140518
H 0.443777 -0.519740 1.587396
H 2.502682 0.752884 0.591719

Atoms 1-2, force components in eV/Å:
C -0.055 -0.014 -0.037
C 0.120 -0.258 -0.228

The largest force on an atom comes out at 0.57 eV Å⁻¹. The calculation puts the energy relative to the best compared isomer or geometry (same formula, charge and spin) at 111.1 kJ/mol. The SMILES is C[C@@H](O)CC=O. Its frontier orbital gap is 10.660 eV. As for the net charge: 0.

Atom charges from the Mulliken analysis, given in e for atoms 1 to 8: number 1, C, carries -1.41; number 2, C, carries 0.48; number 3, O, carries -0.55; number 4, C, carries -0.71; number 5, C, carries -0.02; number 6, O, carries -0.48; number 7, H, carries 0.40; number 8, H, carries 0.36

=====

Formula: C15H21FN2O
Source: the OMol25 dataset
Level of theory: ωB97M-V/def2-TZVPD

Atoms and positions in Å:
O -0.693042 -2.382141 -0.577597
C -1.033440 -1.270925 -0.919351
N -2.067526 -1.129923 -1.839763
C -2.832150 -0.035527 -2.211990
C -3.464968 -0.056450 -3.458655
C -4.247035 1.002136 -3.874300
C -4.424423 2.112325 -3.064561
C -3.814665 2.109760 -1.824832
F -3.991118 3.167545 -1.004351
C -3.031491 1.063566 -1.376620
N -0.475890 -0.111558 -0.484203
C 0.714133 -0.111278 0.368864
C 0.371818 -0.805959 1.697445
C 0.745378 -0.018471 2.953923
C 2.167790 -0.237459 3.465030
C 3.284077 0.299958 2.567531
C 3.727425 -0.639772 1.435534
C 3.275196 -0.232825 0.031599
C 1.895819 -0.732842 -0.389182
H -2.306049 -2.006352 -2.283733
H -3.335156 -0.916221 -4.098903
H -4.723056 0.966597 -4.842053
H -5.026043 2.951580 -3.371670
H -2.624731 1.098287 -0.379348
H -0.614837 0.702640 -1.061423
H 0.929222 0.945523 0.557777
H 0.826782 -1.794386 1.728658
H -0.708253 -0.960836 1.708102
H 0.582142 1.048328 2.782685
H 0.066096 -0.321848 3.754573
H 2.326992 -1.303238 3.641463
H 2.242919 0.263377 4.434327
H 2.981613 1.264034 2.155060
H 4.149604 0.489518 3.206726
H 3.387905 -1.655391 1.640726
H 4.819551 -0.666930 1.428614
H 3.991609 -0.639986 -0.686693
H 3.312541 0.855649 -0.061150
H 1.770252 -0.492480 -1.450007
H 1.845008 -1.818026 -0.298253

Atoms 1-2, force components in eV/Å:
O 0.263 -0.346 0.218
C -0.253 0.300 -0.248

The largest force on an atom comes out at 0.57 eV Å⁻¹. The calculation puts the energy relative to the best compared isomer or geometry (same formula, charge and spin) at 5.4 kJ/mol. The SMILES is O=C(Nc1cccc(F)c1)NC1CCCCCCC1. Its frontier orbital gap is 9.381 eV. As for the net charge: 0.

Atom charges from the Mulliken analysis, given in e for atoms 1 to 8: number 1, O, carries -0.65; number 2, C, carries 0.16; number 3, N, carries -0.07; number 4, C, carries 0.35; number 5, C, carries -0.75; number 6, C, carries -0.43; number 7, C, carries -0.62; number 8, C, carries 0.33

=====

Formula: C4H5ClO3P
Source: the OMol25 dataset
Level of theory: ωB97M-V/def2-TZVPD

Atoms and positions in Å:
C 1.052223 0.087760 -0.974572
C 0.203539 -1.056801 -0.524545
C -1.009419 -0.819602 0.362198
C -1.512651 0.549663 0.477223
O 2.571284 2.262297 -0.515716
O 1.424281 1.087312 1.540108
O -1.089861 -1.436539 -0.936466
P 1.781661 1.117155 0.085162
Cl 1.113747 -2.600903 -0.093020
H 1.387002 -0.059532 -1.925601
H -1.163098 -1.554934 1.192729
H -0.599347 1.175660 0.667937
H -2.314865 0.364355 1.148656
H -1.844490 0.884103 -0.504097

Atoms 1-2, force components in eV/Å:
C -2.012 -2.056 1.541
C -0.649 0.571 2.380

The largest force on an atom comes out at 3.35 eV Å⁻¹. The calculation puts the energy relative to the best compared isomer or geometry (same formula, charge and spin) at 218.1 kJ/mol. Its frontier orbital gap is 8.077 eV. As for the net charge: -1.

Atom charges from the Mulliken analysis, given in e for atoms 1 to 8: number 1, C, carries -0.86; number 2, C, carries 0.82; number 3, C, carries 0.11; number 4, C, carries -1.17; number 5, O, carries -0.72; number 6, O, carries -0.66; number 7, O, carries -0.51; number 8, P, carries 0.66

=====

Formula: C4H4F2O3S
Source: the OMol25 dataset
Level of theory: ωB97M-V/def2-TZVPD

Atoms and positions in Å:
C 0.736058 0.001524 1.233267
C 1.155694 0.575264 0.161085
C -0.572278 -0.658729 1.308248
C 0.508440 0.699792 -1.176062
O -0.857048 -1.562900 -1.391358
O -2.306973 0.461622 -1.757579
O -1.491781 -0.030472 0.487456
F 2.373354 1.155875 0.309170
F 1.209975 0.129396 -2.195049
S -1.237157 -0.210989 -1.083679
H 1.394234 0.079259 2.040893
H -0.392677 -1.804597 1.138175
H -0.940867 -0.581786 2.403876
H 0.421027 1.746742 -1.478444

Atoms 1-2, force components in eV/Å:
C -4.209 -4.884 9.167
C 3.744 5.066 -11.000

The largest force on an atom comes out at 12.68 eV Å⁻¹. The expectation value of S² is 2.006. As for the spin multiplicity: 3. Its frontier orbital gap (alpha / beta) is 6.851 / 8.241 eV. As for the net charge: 0.

Atom charges from the Mulliken analysis, given in e for atoms 1 to 8: number 1, C, carries -0.57; number 2, C, carries 0.18; number 3, C, carries -0.34; number 4, C, carries 0.24; number 5, O, carries -0.55; number 6, O, carries -0.57; number 7, O, carries -0.31; number 8, F, carries -0.26

=====

Formula: C4H10N2O2
Source: the OMol25 dataset
Level of theory: ωB97M-V/def2-TZVPD

Atoms and positions in Å:
C -0.707052 -0.201251 -1.736871
C -1.529426 -1.285479 -1.240113
N -2.668431 -1.235246 -0.405942
O -1.423751 -2.422910 -1.686968
H -0.334530 0.517192 -0.939402
H -1.366373 0.459056 -2.270484
H 0.279752 -0.499436 -2.197529
H -2.914953 -2.171612 -0.023613
H -2.975768 -0.412686 -0.140211
C 2.498042 1.103666 0.726378
C 1.397319 1.119023 1.712279
N 0.248730 0.202700 1.481495
O 1.249843 1.920413 2.599770
H 3.333657 1.715422 0.892068
H 1.991978 1.408100 -0.194904
H 2.967040 0.111245 0.571837
H -0.567320 0.162757 2.010716
H 0.521239 -0.490955 0.841496

Atoms 1-2, force components in eV/Å:
C 2.269 2.661 1.622
C -2.926 -4.283 0.239

The largest force on an atom comes out at 5.57 eV Å⁻¹. The calculation puts the energy relative to the best compared isomer or geometry (same formula, charge and spin) at 208.1 kJ/mol. The SMILES is CC(N)=O.CC(N)=O. Its frontier orbital gap is 10.327 eV. As for the net charge: 0.

Atom charges from the Mulliken analysis, given in e for atoms 1 to 8: number 1, C, carries -0.84; number 2, C, carries 0.65; number 3, N, carries -0.42; number 4, O, carries -0.61; number 5, H, carries 0.23; number 6, H, carries 0.34; number 7, H, carries 0.25; number 8, H, carries 0.24

=====

Formula: C3H4N2O3
Source: the OMol25 dataset
Level of theory: ωB97M-V/def2-TZVPD

Atoms and positions in Å:
C -1.222228 0.815874 1.004457
C 0.865889 -0.006559 -0.647968
C 1.323443 -1.243483 -1.585879
H -2.379976 1.365214 -0.400917
H -1.386603 1.633647 1.793727
H 0.612751 0.061793 2.091686
H 0.920589 -2.256412 -0.773710
N -1.719547 0.724254 -0.231367
N -0.232562 -0.197663 1.565441
O 0.438718 -0.897568 0.561129
O 0.857815 1.276853 -0.674641
O 1.921711 -1.275951 -2.701959

Atoms 1-2, force components in eV/Å:
C 0.272 -0.356 -1.611
C -0.014 3.896 1.204

The largest force on an atom comes out at 8.31 eV Å⁻¹. The calculation puts the energy relative to the best compared isomer or geometry (same formula, charge and spin) at 619.1 kJ/mol. Its frontier orbital gap is 8.565 eV. As for the net charge: 0.

Atom charges from the Mulliken analysis, given in e for atoms 1 to 8: number 1, C, carries 0.12; number 2, C, carries 0.79; number 3, C, carries 0.01; number 4, H, carries 0.21; number 5, H, carries 0.29; number 6, H, carries 0.31; number 7, H, carries 0.27; number 8, N, carries -0.51